C21H20AuN5O5Se2 as an isolated structure. Source: the Open Molecules 2025 dataset; level of theory: ωB97M-V/def2-TZVPD.

As for the total charge: 0. Its expectation value of S² is 2.01. The HOMO energy (alpha / beta) is -7.8 / -7.9 eV. The spin multiplicity is 3.

CARTESIAN COORDINATES (ANGSTROEM)
Au -0.57223 -1.04449 0.41073
O -1.11581 -0.20711 2.33810
C -0.90750 -0.96790 3.38642
C -0.39166 -0.37323 4.55162
C -0.21115 -1.10005 5.70486
C -0.51229 -2.46403 5.74641
C -1.00032 -3.07113 4.61156
C -1.21758 -2.34631 3.43371
C -1.75874 -3.02555 2.26673
N -1.60653 -2.69353 0.99197
C -2.27725 -3.61406 0.21872
C -2.84827 -4.52624 1.03870
N -2.51252 -4.14458 2.32018
H -0.13587 0.67769 4.49478
H 0.19388 -0.61329 6.58217
H -0.33968 -3.04041 6.64343
H -1.18770 -4.13835 4.62452
H -2.28489 -3.53627 -0.85287
H -3.44542 -5.39345 0.83535
H -2.82627 -4.57627 3.17185
C -2.15178 2.32001 0.58655
N -1.02955 2.95860 -0.08407
C -0.88195 3.07397 -1.43932
C 0.35743 3.56657 -1.66537
N 0.94590 3.75616 -0.44424
C 2.31836 4.20519 -0.25159
C 0.09983 3.35797 0.51999
Se 0.45817 3.27350 2.33889
H -2.62953 1.64848 -0.12315
H -2.86609 3.06789 0.93103
H -1.77567 1.74269 1.43048
H -1.65479 2.77668 -2.12231
H 0.87341 3.77860 -2.58224
H 2.48717 5.08442 -0.87120
H 2.98487 3.38812 -0.52286
H 2.45510 4.45225 0.79762
N -1.18471 -1.39842 -2.20292
C -0.38433 -1.08008 -2.97043
C 0.59491 -0.67835 -3.94419
C 1.72352 0.03337 -3.55289
C 2.65196 0.39522 -4.51728
C 2.45198 0.06062 -5.84856
C 1.32128 -0.65260 -6.23079
C 0.38748 -1.02400 -5.28150
H 1.90502 0.28332 -2.51664
H 3.53988 0.93031 -4.20943
H 3.18177 0.34761 -6.59424
H 1.17151 -0.92225 -7.26731
H -0.49193 -1.58819 -5.56079
O 2.91626 1.25386 -0.87084
Se 2.09814 0.58531 0.36201
O 2.13621 1.57203 1.68227
O 0.47855 0.57059 -0.21193
O 2.46942 -0.94087 0.71837

---

C20H17N2O3PdS2 as an isolated structure in a non-equilibrium geometry. Source: the Open Molecules 2025 dataset; level of theory: ωB97M-V/def2-TZVPD.

As for the total charge: -1. The HOMO energy is -4.8 eV.

CARTESIAN COORDINATES (ANGSTROEM)
Pd -0.00463 -0.25454 0.30905
S 1.25770 -1.73886 1.43459
C 0.68778 -1.67444 3.08127
C 1.43412 -2.35620 4.06464
C 1.01610 -2.32836 5.37422
C -0.14308 -1.62996 5.70339
C -0.81658 -0.99891 4.67623
N -0.42985 -1.01014 3.40013
H 2.33074 -2.88529 3.77088
H 1.58500 -2.84384 6.13923
H -0.50795 -1.57590 6.72006
H -1.72678 -0.44266 4.88395
C -1.43751 -1.68146 0.39358
C -2.62918 -0.81664 0.27869
C -3.13482 -0.16027 1.41014
C -4.23052 0.67064 1.32386
C -4.85903 0.87857 0.09301
C -4.35341 0.25100 -1.04454
C -3.25490 -0.57926 -0.94813
C -6.01361 1.72089 0.00099
N -6.94576 2.39127 -0.07992
H -1.32105 -2.36888 -0.44410
H -1.39935 -2.22143 1.33404
H -2.61981 -0.31182 2.35132
H -4.61253 1.17384 2.20303
H -4.82776 0.42853 -2.00106
H -2.85429 -1.04844 -1.83848
C 4.97971 0.26097 -4.66830
C 3.84892 0.72992 -3.79090
C 2.73193 -0.06631 -3.57186
C 1.68799 0.37103 -2.76664
C 1.76112 1.61783 -2.16993
C 2.86621 2.42956 -2.38149
C 3.90120 1.98428 -3.18552
S 0.46979 2.18058 -1.07217
O -0.67742 1.27004 -1.31449
O 0.23738 3.56537 -1.37932
O 1.01479 1.91357 0.29235
H 4.83119 -0.77169 -4.98300
H 5.93463 0.32090 -4.14315
H 5.06065 0.87812 -5.56574
H 2.67556 -1.04536 -4.03405
H 0.81799 -0.24956 -2.59292
H 2.90290 3.40543 -1.91528
H 4.76642 2.61786 -3.34766

---

C27H49BN8O2PPdS2 as an isolated structure in a non-equilibrium geometry. Source: the Open Molecules 2025 dataset; level of theory: ωB97M-V/def2-TZVPD.

As for the total charge: +1. The HOMO energy (alpha / beta) is -9.8 / -9.9 eV.

CARTESIAN COORDINATES (ANGSTROEM)
Pd -0.23310 0.17160 0.02740
C -3.05360 -2.05910 -0.85510
C -1.89120 -2.73220 -0.21220
C -1.65980 -4.08820 0.03900
C -0.47210 -4.13260 0.75290
C 0.23790 -5.32890 1.27700
N -0.03490 -2.86350 0.89420
N -0.88770 -2.02260 0.29440
B 1.12280 -2.30660 1.74080
N 0.56530 -1.22020 2.68490
N 0.06060 -0.05920 2.23610
C -0.20020 0.73520 3.26560
C -0.70540 2.12000 3.08020
C 0.13070 0.05340 4.44010
C 0.60990 -1.17920 4.03460
C 1.08280 -2.28390 4.90700
N 2.16610 -1.60870 0.82750
N 1.93420 -0.39340 0.30030
C 3.09440 0.12440 -0.09200
C 3.20510 1.54050 -0.53880
C 4.10460 -0.81760 0.12550
C 3.47780 -1.90180 0.71570
C 4.08640 -3.18970 1.13990
H -3.93110 -2.14000 -0.21310
H -2.81840 -0.99860 -0.98220
H -3.30400 -2.51710 -1.81170
H -2.26990 -4.91990 -0.25080
H -0.28910 -6.22570 0.96050
H 1.26150 -5.36410 0.90640
H 0.27300 -5.31800 2.36530
H 1.63930 -3.16320 2.35680
H -0.78650 2.33510 2.00910
H -1.67810 2.25520 3.55060
H -0.01490 2.83520 3.52500
H 0.03960 0.40980 5.44600
H 0.92590 -2.00610 5.94690
H 0.53460 -3.20090 4.70270
H 2.14300 -2.47850 4.75580
H 2.20680 1.96500 -0.68170
H 3.69940 2.11900 0.23900
H 3.80490 1.63030 -1.44200
H 5.14680 -0.72290 -0.09900
H 5.11740 -3.22580 0.79950
H 4.06840 -3.29430 2.22320
H 3.54900 -4.03330 0.71140
C -1.03470 -0.28720 -4.91730
C -1.23020 -0.01700 -3.40970
N 0.02660 -0.15010 -2.69410
C 0.59380 -1.46090 -2.94900
C 0.93710 -1.60440 -4.45480
N 0.42120 -0.40480 -5.16130
C 1.09680 0.82720 -4.68190
C 0.94870 0.87970 -3.14350
H -1.42890 0.52750 -5.52490
H -1.52340 -1.21150 -5.22480
H -1.94890 -0.71180 -2.97980
H -1.60560 0.98920 -3.23380
H -0.13440 -2.21210 -2.63920
H 1.48810 -1.58710 -2.33390
H 0.46510 -2.48630 -4.89050
H 2.01350 -1.67800 -4.61790
H 0.59150 -0.50550 -6.16540
H 0.62300 1.68830 -5.15700
H 2.14370 0.79940 -4.98700
H 0.56760 1.85260 -2.82130
H 1.91150 0.71330 -2.66240
C -4.62840 1.72380 2.30600
C -4.59300 2.53070 1.01770
C -5.83640 3.38760 0.83350
O -3.42280 3.36800 1.07320
P -2.47490 3.51930 -0.18270
S -1.02410 4.79510 0.17300
S -1.88220 1.66340 -0.82220
O -3.57440 4.00850 -1.25590
C -3.50630 4.11380 -2.66990
C -4.07400 2.84180 -3.29460
C -2.09960 4.41060 -3.16320
H -5.49130 1.06300 2.30520
H -4.70040 2.39990 3.15520
H -3.72140 1.12750 2.39720
H -4.48790 1.85570 0.15650
H -5.97780 4.03980 1.69120
H -6.70750 2.74530 0.73300
H -5.74380 4.00260 -0.05820
H -4.16570 4.96160 -2.90210
H -3.50660 1.98220 -2.94670
H -4.02190 2.89960 -4.37880
H -5.10870 2.71100 -2.99320
H -1.43230 3.58660 -2.90820
H -1.72360 5.31690 -2.69500
H -2.11450 4.55220 -4.24080

---

C21H23N3O5S in the gas phase in a non-equilibrium geometry. Source: the Open Molecules 2025 dataset; level of theory: ωB97M-V/def2-TZVPD.

As for the total charge: 0. The HOMO energy is -7.3 eV.

CARTESIAN COORDINATES (ANGSTROEM)
C -1.25618 2.43875 -2.74565
C -2.54991 2.00303 -2.04736
C -3.71686 2.00941 -3.04169
C -2.36330 0.58204 -1.47333
C -1.47593 0.63893 -0.27075
C -1.80249 1.60232 0.66835
C -0.97092 1.79016 1.79908
N -1.27393 2.68866 2.79202
C -2.56023 2.66449 3.46328
C -2.82883 4.05707 4.03986
O -1.81361 4.43118 4.93897
C -0.55143 4.41814 4.30909
C -0.22237 3.04079 3.72922
N 0.19669 1.16381 1.90084
C 0.50903 0.26875 0.98846
S 2.02124 -0.57959 1.01944
C 1.52223 -1.54547 -0.36263
C 2.39258 -2.57202 -0.83028
C 3.63473 -2.96155 -0.35558
C 4.04641 -4.03031 -1.15610
C 3.04216 -4.24237 -2.07723
C 2.93684 -5.21999 -3.13924
O 3.77909 -6.04545 -3.40546
O 1.77664 -5.12717 -3.82451
O 2.03639 -3.34774 -1.87298
C 0.27054 -1.20161 -0.83663
N -0.32913 -1.80037 -1.92116
C -0.30826 -0.12584 -0.09019
C -2.95013 2.49717 0.29291
O -2.82811 2.96589 -1.03163
H -0.42001 2.37833 -2.05280
H -1.05154 1.80593 -3.60480
H -1.35547 3.46889 -3.07602
H -3.53694 1.30031 -3.84514
H -4.64406 1.74709 -2.53683
H -3.82766 3.00450 -3.46288
H -1.94187 -0.04065 -2.25764
H -3.34170 0.18398 -1.18554
H -3.35353 2.36856 2.78076
H -2.52712 1.94349 4.29570
H -3.76079 4.06799 4.60742
H -2.89226 4.78675 3.21762
H 0.17294 4.69596 5.07575
H -0.53273 5.16444 3.50045
H 0.72791 3.06352 3.19855
H -0.15585 2.30163 4.53891
H 4.15720 -2.51740 0.46620
H 4.95540 -4.59139 -1.08896
H 1.76775 -5.79996 -4.52199
H -1.32363 -1.94512 -1.84325
H 0.16997 -2.60056 -2.28296
H -3.91144 1.96632 0.42005
H -2.96253 3.40581 0.89627